Record 1
{"formula": "C10H8AsMnNO9S3", "method": "ωB97M-V/def2-TZVPD", "gap_ha": [0.318, 0.191], "lumo_energy_ev": [2.34, -0.03], "spin_multiplicity": 5, "s_squared": 6.0882, "total_charge": -1, "species": ["Mn", "O", "As", "O", "O", "C", "C", "C", "C", "C", "C", "S", "O", "O", "O", "H", "H", "H", "H", "H", "O", "C", "O", "C", "N", "C", "O", "C", "S", "S", "H", "H", "H"], "xyz": [[-0.217, -0.047, 0.086], [2.713, 1.952, 1.191], [2.939, 0.823, -0.135], [4.432, 0.201, -0.123], [1.678, -0.291, -0.016], [2.764, 1.959, -1.716], [3.971, 2.167, -2.375], [4.049, 3.027, -3.463], [2.916, 3.697, -3.898], [1.706, 3.492, -3.250], [1.634, 2.626, -2.173], [0.033, 2.338, -1.439], [-0.254, 0.917, -1.770], [-0.872, 3.288, -2.016], [0.208, 2.409, 0.021], [1.820, 2.327, 1.082], [4.848, 1.643, -2.014], [4.998, 3.174, -3.964], [2.967, 4.376, -4.739], [0.804, 3.996, -3.570], [-0.111, -1.505, 2.776], [-0.162, -0.963, 1.782], [-4.471, 0.385, -0.121], [-3.310, 0.200, 0.045], [-2.155, 0.002, 0.234], [1.665, -4.878, 0.205], [1.280, -3.865, -0.735], [0.019, -3.522, -0.777], [-1.257, -4.198, 0.055], [-0.531, -2.255, -1.733], [2.744, -4.947, 0.124], [1.195, -5.826, -0.053], [1.374, -4.581, 1.211]], "atomic_forces_ev_per_a": [[-0.2, -0.1, -0.5], [0.0, 0.0, 0.0], [-0.1, 0.3, 0.0], [0.2, -0.1, 0.1], [-0.3, -0.1, -0.1], [0.2, -0.1, 0.1], [0.0, 0.0, 0.0], [-0.1, 0.0, 0.0], [0.0, -0.1, 0.0], [-0.1, 0.1, -0.1], [-0.2, 0.0, 0.1], [0.1, 0.0, 0.1], [-0.1, -0.1, 0.2], [0.0, 0.0, 0.0], [0.1, 0.1, 0.0], [0.0, 0.0, 0.0], [0.0, 0.0, 0.0], [0.0, 0.0, 0.0], [0.0, 0.0, 0.0], [0.0, 0.0, 0.0], [0.0, -0.1, 0.0], [0.1, 0.2, 0.0], [0.0, 0.0, 0.0], [0.1, 0.0, 0.1], [0.2, 0.0, 0.0], [0.0, 0.0, 0.0], [0.0, 0.1, 0.0], [-0.2, 0.0, 0.1], [0.2, 0.1, -0.1], [0.1, -0.1, 0.0], [0.0, 0.0, 0.0], [0.0, 0.0, 0.0], [0.0, 0.0, 0.0]]}

Record 2
{"formula": "C4H7NS2", "method": "ωB97M-V/def2-TZVPD", "gap_ha": [0.208, 0.208], "lumo_energy_ev": [-1.84, -1.83], "species": ["C", "C", "C", "C", "N", "S", "S", "H", "H", "H", "H", "H", "H", "H"], "xyz": [[0.623, -1.089, -1.171], [1.378, -1.985, -0.653], [-1.385, 1.644, 2.196], [-0.034, -0.061, -1.852], [-1.146, -0.663, 0.896], [0.321, 1.502, -0.973], [-0.589, 0.718, 1.029], [1.424, -2.263, 0.334], [1.988, -2.573, -1.288], [-1.096, 2.720, 2.246], [-2.284, 1.235, 2.396], [0.184, 0.007, -2.847], [-1.059, -0.142, -1.757], [0.674, 0.764, 1.537]], "atomic_forces_ev_per_a": [[-0.5, -0.7, 2.1], [-0.5, 0.7, -1.8], [4.2, 1.9, -1.9], [0.5, 1.2, 2.5], [1.2, -0.2, -2.0], [0.2, 0.5, -0.8], [-0.7, -0.7, 3.2], [-0.3, -0.3, 2.3], [0.7, -0.4, -1.0], [-0.5, -1.0, 0.1], [-3.2, -0.8, 0.5], [1.0, 0.2, -2.9], [-2.3, -0.7, 0.0], [0.1, 0.3, -0.4]]}

M: 512.2 133.2 (g/mol)
Energy above the lowest of the compared OMol25 structures with the same formula, charge and spin: 1.161 9.582 (eV)
F_max: 0.496 5.030 (eV/A)